No. 1
The following is a quantum chemistry calculation of C20H50FeNO2P2Si4Te as an isolated structure at a distorted geometry, from the OMol25 dataset.

```
81
Properties=species:S:1:pos:R:3:forces:R:3
Fe 0.142447 0.872351 -1.879987 0.076 -0.731 0.149
P -2.039040 0.264282 -2.497198 -1.072 0.106 -0.235
C -2.123828 0.705173 -4.290717 0.370 0.488 0.729
C -0.801098 1.275691 -4.748453 0.019 1.172 -0.438
N 0.271854 1.155712 -3.936240 0.182 -0.101 -0.660
C 1.507471 1.503300 -4.359315 -0.080 0.854 -0.524
C 1.653371 2.273064 -5.521222 0.121 -0.628 0.298
C 0.538566 2.533278 -6.307765 -0.445 -0.388 -0.210
C -0.696368 1.975715 -5.964035 0.534 -0.170 1.060
C 2.683819 1.106528 -3.489318 0.205 0.002 0.325
P 2.191801 -0.272095 -2.320723 1.404 -0.080 -0.618
H -1.595870 2.137867 -6.532705 0.005 -0.031 -0.300
H 2.643177 2.619955 -5.800400 -0.160 -0.026 -0.025
H 0.622937 3.102355 -7.233419 0.059 -0.022 0.312
H 3.549183 0.778845 -4.092372 -0.358 0.415 0.124
H 2.991205 1.960511 -2.862121 0.036 -0.151 -0.273
H -2.280345 -0.204048 -4.820229 -0.281 -0.936 -0.603
H -2.971042 1.362640 -4.499232 0.161 0.038 -0.109
H -1.568250 -2.587031 -4.874937 -0.159 -0.275 -0.008
O -2.253970 -2.545914 -5.561845 0.824 0.594 -0.105
H -1.754959 -2.158661 -6.305351 -0.472 -0.362 0.201
H -0.327561 -2.650303 -2.339577 -0.075 -0.056 0.387
O 0.138512 -3.104985 -3.045190 -0.218 -0.237 -0.453
H -0.064195 -4.048635 -2.964580 -0.023 0.310 0.130
C 2.732341 -1.711417 -3.315350 -0.079 -0.398 -0.264
H 3.671590 -1.533203 -3.874362 -0.379 0.105 0.465
H 2.865530 -2.583510 -2.654188 -0.134 0.337 -0.286
H 1.937174 -1.956645 -4.030386 0.287 -0.016 0.189
C 3.462089 -0.226783 -0.993412 -0.033 0.228 -0.187
H 3.326211 -1.127870 -0.377615 0.039 0.276 -0.158
H 4.486184 -0.199070 -1.400254 -0.374 -0.054 0.136
H 3.287515 0.655175 -0.361318 0.086 -0.257 -0.101
C -2.872660 1.731751 -1.769918 -0.116 -0.534 -0.035
H -3.882199 1.792476 -2.187037 0.141 0.353 0.012
H -2.948118 1.624950 -0.686772 0.105 0.026 -0.031
H -2.258005 2.607216 -2.005059 -0.326 0.078 0.013
C -3.265654 -1.084371 -2.268257 -0.128 0.134 -0.116
H -3.474444 -1.232618 -1.205290 0.285 0.028 -0.053
H -4.216637 -0.804423 -2.735997 0.183 -0.009 -0.061
H -2.929038 -2.028237 -2.710724 0.011 0.224 0.090
C 3.400117 0.078190 3.061595 0.173 0.255 0.129
Si 1.850534 1.121020 3.295895 -0.012 0.029 -0.165
C 1.655151 1.541528 5.122470 0.127 0.098 -0.042
C 1.971194 2.704428 2.286356 0.375 0.174 0.159
Si 0.008529 -0.034274 2.536921 -0.178 -0.378 1.360
Te -0.130206 -0.483548 0.162580 -0.217 -0.409 0.108
Si 0.082828 -2.250053 3.327588 0.024 0.326 -0.056
C 0.365033 -2.301790 5.195677 -0.032 -0.162 -0.132
C -1.550999 -3.089078 2.901118 0.069 -0.295 0.175
C 1.499738 -3.138928 2.453391 0.004 -0.268 0.104
Si -1.948563 0.994041 3.236923 0.191 -0.022 -0.072
C -2.138882 0.888126 5.108566 -0.172 0.082 -0.023
C -1.838119 2.802252 2.714224 -0.364 -0.019 0.156
C -3.422488 0.172340 2.402701 -0.303 0.138 0.108
H 4.253478 0.695199 3.374200 0.009 -0.166 -0.109
H 3.554858 -0.222388 2.017795 -0.053 0.025 0.225
H 3.398093 -0.815780 3.696951 -0.056 0.147 -0.152
H 2.565429 2.076303 5.428244 -0.148 -0.118 0.071
H 0.807998 2.208379 5.317470 0.110 -0.107 -0.088
H 1.545930 0.653278 5.756343 0.037 0.155 -0.138
H 2.020820 2.502630 1.208514 -0.053 0.012 0.174
H 1.139400 3.393396 2.479565 0.142 -0.205 -0.070
H 2.899535 3.215047 2.578217 -0.136 0.055 -0.152
H -0.456161 -1.839246 5.754895 0.109 -0.086 -0.107
H 0.430738 -3.358425 5.492076 0.000 0.217 0.077
H 1.296224 -1.806963 5.494609 -0.110 -0.099 -0.090
H -1.789495 -3.025294 1.829471 0.048 0.016 0.294
H -1.460171 -4.150779 3.174848 -0.095 0.134 -0.150
H -2.389110 -2.687094 3.486496 0.202 -0.002 -0.185
H 1.395044 -3.117581 1.359527 -0.019 -0.003 0.263
H 2.483113 -2.724949 2.713363 -0.254 -0.042 -0.045
H 1.488112 -4.190266 2.779996 0.076 0.170 -0.154
H -1.317321 1.367768 5.652295 -0.131 -0.067 -0.140
H -3.068943 1.413890 5.369415 0.169 -0.123 0.087
H -2.221636 -0.144447 5.468376 -0.019 0.162 -0.116
H -1.680046 2.904474 1.633270 0.023 0.011 0.185
H -2.793751 3.276587 2.972300 0.128 0.104 -0.124
H -1.048964 3.342158 3.250853 -0.104 -0.134 -0.135
H -3.314500 0.111383 1.310721 0.026 0.031 0.245
H -3.610336 -0.839842 2.785441 0.110 0.236 -0.101
H -4.311890 0.779256 2.631639 0.085 -0.175 -0.140
```
Positions in Å, forces in eV/Å.

The relative energy (zero: lowest compared OMol25 entry of this formula, charge and spin) comes out at 0.000 eV. The maximum force comes out at 1.536 eV/Å. The value obtained for the total energy is -118903.473 eV. The total charge is +1. For the HOMO energy (alpha / beta), the calculation gives -9.67 / -9.83 eV. As for the spin multiplicity: 5. The frontier orbital gap (alpha / beta) is 6.607 / 6.513 eV. The calculation puts the LUMO energy (alpha / beta) at -3.062 / -3.319 eV.

Results of the Mulliken charge analysis, in e, for atoms 1 through 4:
1. Fe -0.217
2. P 0.923
3. C -1.403
4. C 0.453


No. 2
The following is a quantum chemistry calculation of C27H58N3O7PdS6 as an isolated structure at a distorted geometry, from the OMol25 dataset.

```
102
Properties=species:S:1:pos:R:3:forces:R:3
Pd -0.258080 2.351848 -2.266544 -0.561 -0.587 2.214
C 0.016214 -1.427553 -0.251122 -0.211 -0.995 1.015
C -0.934492 -0.246180 -0.255264 0.203 -0.244 -0.429
C -1.958506 -0.356427 0.963676 1.100 0.487 -0.997
O -0.179754 0.936059 -0.404336 -0.408 0.302 0.088
H -0.556834 -2.288467 0.093179 0.013 -0.356 -0.186
H 0.786984 -1.315708 0.511447 0.247 0.247 -0.053
H 0.472640 -1.728500 -1.194096 0.043 0.443 -0.103
H -1.508416 -0.409495 -1.167429 -0.595 0.230 -0.142
H -2.905115 0.113801 0.697378 0.227 0.103 0.304
H -1.516589 0.077977 1.860392 -0.078 0.367 -0.029
H -2.190642 -1.381716 1.251757 0.189 -0.090 -0.553
C 0.716924 -6.105064 3.741306 -0.234 -0.376 -0.010
S 1.373821 -4.984536 2.415228 -3.959 -0.458 -1.275
O 0.614857 -5.405470 1.124212 1.654 -0.049 1.724
C 0.200145 -3.621812 2.841184 1.168 0.162 1.065
H -0.366091 -6.227724 3.729499 -0.191 0.748 -0.547
H 0.957146 -5.740679 4.740113 0.445 0.054 -0.138
H 1.018349 -7.145031 3.615963 0.802 0.249 -0.158
H 0.526721 -2.684464 2.390834 -0.015 -0.192 -0.204
H 0.253246 -3.501133 3.923177 -0.212 0.189 0.087
H -0.803965 -3.902460 2.523200 0.306 -0.247 -0.105
C 0.522596 5.724678 0.511733 1.515 -1.867 -0.649
S 1.799848 4.811382 -0.507278 -1.279 0.439 -1.532
O 1.120026 3.557305 -1.048957 0.709 1.002 0.920
C 1.811427 5.981859 -1.959805 1.191 -0.376 0.301
H -0.379541 5.472971 -0.045845 -0.187 0.935 0.064
H 0.957039 6.715167 0.646971 -0.776 0.150 -0.148
H 0.540295 5.152925 1.439574 -0.146 0.199 0.162
H 2.731885 5.865737 -2.531975 0.485 -0.316 0.470
H 1.876764 6.990567 -1.551963 -0.588 0.054 -0.267
H 1.097605 5.759558 -2.752988 -0.872 0.194 0.788
C 2.827819 -0.730964 -2.989636 -0.146 0.215 0.555
S 2.545426 1.017471 -3.427045 3.013 -0.430 -1.187
O 1.076131 1.168427 -3.267071 -0.685 -0.134 -0.322
C 3.316642 2.072299 -2.105494 -1.246 -0.832 -0.410
H 1.981885 -1.279843 -3.403443 -0.396 0.307 0.393
H 2.889860 -0.734413 -1.901406 -0.126 -0.567 -0.071
H 3.655948 -1.281223 -3.436312 0.568 0.881 0.054
H 3.207737 3.047655 -2.579769 0.335 0.040 0.164
H 4.324510 1.867019 -1.744715 -0.084 -0.354 -0.456
H 2.552975 2.005934 -1.330567 0.352 0.007 0.304
C -0.807604 -0.890274 -3.897072 0.356 0.189 -0.541
S -2.245679 0.245632 -4.007599 0.052 -0.689 0.412
O -1.961323 1.487635 -3.174316 -0.396 -0.625 -0.573
C -2.059232 0.801637 -5.692415 0.744 1.043 -0.177
H -0.137197 -0.673024 -4.728611 -0.031 0.056 0.001
H -1.083957 -1.942819 -3.959342 -0.477 0.158 0.059
H -0.228740 -0.716857 -2.989920 -0.501 0.186 0.072
H -1.810453 0.048793 -6.440370 -0.442 -0.179 0.239
H -1.229629 1.507460 -5.651818 0.412 -0.129 0.070
H -2.888444 1.459373 -5.952995 -0.377 -0.575 -0.034
C -4.193513 2.366995 -0.065867 -0.659 -0.184 -1.064
S -2.638742 3.354152 0.199546 0.035 -0.981 -0.644
O -1.767065 3.288484 -1.091834 -2.882 1.684 2.109
C -3.526578 4.994541 0.389194 0.900 -0.045 -0.812
H -4.113685 1.317187 -0.348072 1.178 0.061 0.071
H -4.770150 2.747256 -0.909071 0.223 0.614 -0.074
H -4.907928 2.293666 0.754081 0.503 0.695 0.646
H -4.241474 5.014106 1.211777 -0.055 -0.669 -0.135
H -3.973448 5.288361 -0.560592 -0.168 -0.188 0.064
H -2.785763 5.751456 0.646796 0.264 -0.187 -0.091
C 4.412786 -2.558958 1.451639 1.356 -0.611 0.038
S 5.183060 -0.913497 1.019940 -2.356 -1.809 -2.167
O 5.381173 -1.110059 -0.507341 -0.245 1.002 2.409
C 3.491434 -0.176606 1.265531 1.003 0.866 -1.099
H 5.290582 -3.165960 1.673267 -0.208 -0.304 0.290
H 3.973624 -3.018281 0.566059 0.091 0.586 -0.376
H 3.666639 -2.641073 2.241967 0.347 0.562 0.272
H 2.879019 -0.616944 0.478677 -0.145 -0.413 0.356
H 3.551781 0.872359 0.975460 0.020 0.211 0.451
H 3.137301 -0.312856 2.287362 0.024 0.029 -0.188
N -4.343632 0.336170 3.188914 0.089 0.536 -0.218
C -4.399451 -0.941052 2.761577 1.325 -2.120 -0.292
C -5.685644 -1.374910 2.541456 0.322 0.474 1.447
C -6.434667 -0.285346 2.951209 -1.220 3.128 0.622
C -5.614427 0.815957 3.301434 -1.404 -1.673 -0.710
H -3.495140 0.883481 3.213681 -0.168 -0.165 0.164
H -3.511459 -1.555524 2.779116 0.001 0.229 -0.177
H -6.138110 -2.353938 2.485219 0.626 -0.107 -0.502
H -7.507958 -0.224204 3.054693 -0.044 -0.109 -0.223
H -5.887071 1.833705 3.538629 0.228 -0.164 0.138
N 0.768637 1.885028 2.257912 0.247 1.150 1.122
C 1.626840 2.954569 2.450062 0.089 -1.149 -1.360
C 1.608971 3.291395 3.754220 1.458 1.882 0.692
C 0.691974 2.521304 4.432321 -1.253 -1.749 -0.618
C 0.165614 1.649068 3.469559 -0.004 0.232 0.841
H 0.680683 1.413174 1.369254 -0.704 -0.097 -0.337
H 2.240066 3.329195 1.643829 0.030 -0.183 0.103
H 2.263847 4.031692 4.189544 -0.111 0.114 -0.006
H 0.449753 2.530217 5.484777 -0.062 0.048 -0.160
H -0.646148 0.960777 3.653155 0.234 -0.248 -0.414
N 1.354303 -5.311306 -1.467752 0.152 -0.469 -2.167
C 1.232529 -6.290661 -2.469836 -0.693 0.019 2.455
C 2.159473 -6.105223 -3.442564 -0.691 1.018 0.388
C 2.772048 -4.875038 -3.112838 0.844 1.114 1.054
C 2.307284 -4.390566 -1.840234 -0.424 -1.949 -2.380
H 0.785852 -5.234671 -0.636426 0.181 -0.256 0.152
H 0.520646 -7.085550 -2.303177 0.068 -0.008 -0.093
H 2.261513 -6.715350 -4.327845 0.210 0.172 0.100
H 3.532516 -4.479504 -3.769847 0.136 0.466 0.378
H 2.428915 -3.506545 -1.231859 0.410 -0.020 -0.284
```
Positions in Å, forces in eV/Å.

The relative energy (zero: lowest compared OMol25 entry of this formula, charge and spin) comes out at 3.167 eV. The maximum force comes out at 4.185 eV/Å. The value obtained for the total energy is -116217.934 eV. The total charge is +1. For the HOMO energy (alpha / beta), the calculation gives -9.32 / -9.32 eV. As for the spin multiplicity: 3. The frontier orbital gap (alpha / beta) is 7.466 / 5.741 eV. The calculation puts the LUMO energy (alpha / beta) at -1.858 / -3.583 eV.

Results of the Mulliken charge analysis, in e, for atoms 1 through 4:
1. Pd 0.115
2. C -0.188
3. C 0.776
4. C -0.752